ORCA calculation (ωB97M-V/def2-TZVPD) on 14 unconnected molecules or ions with the total composition C32H97N9O19 at a distorted geometry.

Structure (ORCA input):
```
! wB97M-V def2-TZVPD RIJCOSX def2/J DEFGRID3
* xyz 1 2
C -7.284 4.786 -0.600
O -6.750 5.210 0.388
N -6.990 3.742 -1.197
N -8.327 5.365 -0.975
H -6.408 3.067 -0.723
H -7.332 3.650 -2.143
H -8.613 6.286 -0.676
H -8.921 4.808 -1.572
C -3.840 4.909 1.990
O -2.661 4.978 2.280
N -4.745 5.799 2.272
N -4.395 3.980 1.274
H -4.533 6.614 2.830
H -5.651 5.751 1.828
H -5.391 3.952 1.108
H -3.932 3.190 0.848
C -6.138 -5.319 2.311
O -6.369 -4.040 3.003
C -5.667 -3.886 4.282
C -4.169 -3.814 4.150
N -3.747 -2.621 3.356
C -2.238 -2.732 3.169
C -1.917 -3.747 1.967
O -0.496 -3.831 1.726
C -0.127 -4.552 0.594
H -6.916 -5.373 1.549
H -6.386 -6.174 2.941
H -5.243 -5.380 1.692
H -5.990 -4.734 4.886
H -5.978 -3.111 4.983
H -3.894 -4.761 3.687
H -3.757 -3.636 5.144
H -4.009 -1.776 3.843
H -1.837 -3.110 4.110
H -1.835 -1.720 3.178
H -2.372 -3.436 1.026
H -2.360 -4.721 2.173
H 0.935 -4.795 0.573
H -0.287 -3.929 -0.287
H -0.800 -5.391 0.417
C 1.910 -9.752 0.656
O 2.761 -8.616 0.795
C 3.334 -8.293 2.068
C 4.562 -7.347 1.986
N 4.222 -6.067 1.396
C 5.350 -5.279 0.956
C 6.287 -4.911 2.139
O 7.590 -4.435 1.655
C 8.554 -5.356 1.162
H 2.361 -10.567 0.091
H 1.005 -9.666 0.054
H 1.607 -10.165 1.618
H 3.665 -9.267 2.428
H 2.544 -7.911 2.714
H 5.372 -7.648 1.321
H 4.905 -7.218 3.012
H 3.607 -6.167 0.601
H 5.046 -4.326 0.523
H 5.842 -5.680 0.070
H 6.564 -5.730 2.803
H 5.738 -4.292 2.847
H 8.782 -6.119 1.907
H 9.401 -4.761 0.823
H 8.077 -5.914 0.357
C -4.252 1.430 -1.818
O -3.588 1.340 -0.577
C -2.172 1.568 -0.711
C -1.392 1.351 0.514
N -0.009 1.604 0.286
C 0.807 0.478 0.022
C 1.225 -0.442 1.221
O 2.175 -1.345 0.825
C 2.696 -2.121 1.914
H -4.480 2.480 -2.004
H -5.187 0.877 -1.736
H -3.643 1.140 -2.674
H -2.330 2.585 -1.072
H -1.870 0.876 -1.497
H -1.648 0.324 0.773
H -1.638 2.049 1.314
H 0.234 1.974 1.193
H 1.736 0.879 -0.382
H 0.469 -0.227 -0.738
H 0.384 -0.972 1.667
H 1.752 0.273 1.852
H 3.272 -1.552 2.644
H 3.276 -2.901 1.421
H 1.898 -2.652 2.432
C 3.557 1.653 -5.090
O 4.233 1.937 -3.905
C 3.867 0.976 -2.891
C 4.976 0.546 -1.916
N 5.999 -0.182 -2.659
C 7.022 -0.798 -1.844
C 6.555 -2.143 -1.093
O 5.620 -1.910 -0.108
C 6.063 -1.131 1.049
H 3.973 0.713 -5.453
H 3.649 2.409 -5.870
H 2.501 1.447 -4.916
H 3.486 0.048 -3.316
H 3.097 1.556 -2.382
H 4.629 -0.031 -1.058
H 5.405 1.493 -1.591
H 5.879 -0.659 -3.542
H 7.441 -0.086 -1.134
H 7.798 -1.155 -2.520
H 7.323 -2.724 -0.584
H 6.182 -2.787 -1.889
H 6.460 -1.825 1.790
H 5.245 -0.619 1.556
H 6.728 -0.300 0.816
C 0.767 7.435 -4.504
O 0.621 8.539 -3.580
C 0.176 8.132 -2.237
C -1.373 8.483 -2.287
N -2.099 8.068 -1.161
C -2.272 6.677 -0.851
C -3.057 5.857 -1.889
O -3.779 6.539 -2.831
C -4.429 5.878 -3.926
H -0.200 7.107 -4.886
H 1.110 6.479 -4.108
H 1.502 7.821 -5.211
H 0.662 8.782 -1.510
H 0.406 7.102 -1.966
H -1.723 7.941 -3.166
H -1.431 9.556 -2.467
H -3.044 8.412 -1.251
H -2.905 6.679 0.036
H -1.315 6.163 -0.757
H -3.738 5.106 -1.488
H -2.379 5.346 -2.573
H -3.812 5.438 -4.709
H -5.090 6.621 -4.373
H -5.057 5.059 -3.576
O -6.068 1.297 0.672
H -5.330 1.465 0.086
H -5.770 0.582 1.234
O -7.910 0.310 -1.760
H -7.467 -0.276 -2.374
H -7.276 0.442 -1.055
O 0.121 0.806 -3.535
H 0.529 1.615 -3.228
H -0.781 0.857 -3.221
O 2.789 -1.908 -1.772
H 2.376 -2.041 -0.919
H 3.723 -2.043 -1.611
O 0.849 2.957 -2.037
H 1.746 3.156 -1.769
H 0.503 2.412 -1.330
O 3.129 -1.789 5.515
H 3.498 -2.328 4.815
H 3.182 -2.340 6.295
O 1.066 2.531 2.858
H 1.531 3.364 2.937
H 0.900 2.262 3.762
*
```

* molecular weight: 912.172 g/mol
* lowest unoccupied orbital energy (alpha / beta): -2.40 / -7.01 eV
* orbital gap (alpha / beta): 6.89 / 2.28 eV
* E_HOMO (alpha / beta): -9.28 / -9.28 eV
* E_tot: -3199.108858 Ha
* <S²>: 0.756